{"formula": "C58H50MnOP3SSi", "method": "ωB97M-V/def2-TZVPD", "s2": 4.209, "e_lumo_ev": [-9.88, -8.23], "gap_ha": [0.2166, 0.2803], "charge": 3, "total_energy_ha": -5177.3682, "multiplicity": 4, "symbols": ["Mn", "C", "C", "C", "C", "C", "C", "P", "C", "C", "C", "C", "C", "C", "C", "C", "C", "C", "C", "C", "Si", "C", "C", "C", "C", "C", "C", "P", "C", "C", "C", "C", "C", "C", "C", "C", "C", "C", "C", "C", "C", "C", "C", "C", "C", "C", "P", "C", "C", "C", "C", "C", "C", "C", "C", "C", "C", "C", "C", "H", "H", "H", "H", "H", "H", "H", "H", "H", "H", "H", "H", "H", "H", "H", "H", "H", "H", "H", "H", "H", "H", "H", "H", "H", "H", "H", "H", "H", "H", "H", "H", "H", "H", "H", "H", "H", "H", "H", "H", "H", "H", "O", "S", "C", "C", "C", "C", "H", "H", "H", "H", "H", "H", "H", "H"], "xyz": [[0.11, -0.05, -0.01], [3.60, -2.64, 4.09], [3.25, -1.41, 4.62], [2.20, -0.68, 4.07], [1.48, -1.21, 3.00], [1.83, -2.46, 2.48], [2.89, -3.17, 3.01], [-0.02, -0.41, 2.36], [-0.12, 1.16, 3.24], [0.77, 2.14, 2.80], [0.88, 3.34, 3.48], [0.10, 3.57, 4.60], [-0.80, 2.60, 5.03], [-0.91, 1.39, 4.36], [-1.32, -1.59, 2.79], [-1.49, -1.98, 4.12], [-2.42, -2.96, 4.43], [-3.15, -3.57, 3.42], [-2.96, -3.21, 2.10], [-2.03, -2.21, 1.76], [-1.83, -1.69, 0.00], [-1.53, -2.93, -1.34], [-2.13, -4.19, -1.37], [-2.08, -4.96, -2.52], [-1.43, -4.48, -3.65], [-0.80, -3.25, -3.63], [-0.86, -2.47, -2.48], [0.20, -1.02, -2.27], [0.08, 0.09, -3.68], [-0.89, -0.08, -4.66], [-0.89, 0.74, -5.78], [0.08, 1.73, -5.92], [1.03, 1.92, -4.92], [1.02, 1.11, -3.80], [1.83, -1.85, -2.36], [2.05, -2.89, -1.46], [3.20, -3.66, -1.54], [4.14, -3.39, -2.53], [3.92, -2.36, -3.43], [2.76, -1.59, -3.36], [-3.33, -0.76, -0.62], [-4.54, -1.40, -0.90], [-5.62, -0.67, -1.35], [-5.53, 0.71, -1.51], [-4.35, 1.37, -1.22], [-3.25, 0.62, -0.80], [-1.77, 1.41, -0.20], [-1.09, 2.61, -1.35], [-1.67, 2.87, -2.59], [-1.16, 3.89, -3.37], [-0.07, 4.63, -2.94], [0.54, 4.34, -1.73], [0.04, 3.33, -0.93], [-2.38, 2.31, 1.25], [-2.16, 3.67, 1.47], [-2.83, 4.32, 2.50], [-3.71, 3.63, 3.31], [-3.92, 2.26, 3.11], [-3.26, 1.61, 2.09], [4.41, -3.21, 4.53], [3.80, -1.00, 5.46], [1.94, 0.28, 4.49], [1.25, -2.89, 1.66], [3.15, -4.14, 2.61], [1.40, 1.96, 1.93], [1.58, 4.10, 3.14], [0.18, 4.50, 5.14], [-1.42, 2.78, 5.90], [-1.62, 0.65, 4.70], [-0.89, -1.55, 4.91], [-2.56, -3.26, 5.46], [-3.87, -4.35, 3.67], [-3.54, -3.71, 1.33], [-2.64, -4.59, -0.49], [-2.55, -5.94, -2.54], [-1.39, -5.09, -4.55], [-0.24, -2.91, -4.50], [-1.65, -0.84, -4.56], [-1.63, 0.60, -6.55], [0.09, 2.35, -6.80], [1.77, 2.70, -5.02], [1.77, 1.26, -3.02], [1.31, -3.12, -0.70], [3.36, -4.47, -0.84], [5.03, -4.00, -2.61], [4.64, -2.17, -4.22], [2.59, -0.81, -4.09], [-4.63, -2.48, -0.78], [-6.56, -1.18, -1.57], [-6.39, 1.27, -1.85], [-4.29, 2.44, -1.31], [-2.52, 2.29, -2.94], [-1.63, 4.12, -4.32], [0.31, 5.44, -3.55], [1.40, 4.92, -1.40], [0.50, 3.12, 0.03], [-1.50, 4.24, 0.83], [-2.67, 5.38, 2.65], [-4.25, 4.15, 4.09], [-4.62, 1.72, 3.74], [-3.45, 0.55, 1.93], [2.01, 0.02, 0.13], [3.50, -0.41, -0.03], [4.43, 0.28, 1.34], [5.80, 0.42, 0.68], [5.57, 1.21, -0.62], [4.21, 0.78, -1.20], [4.39, -0.40, 2.18], [3.98, 1.24, 1.59], [6.21, -0.57, 0.45], [6.51, 0.90, 1.35], [6.37, 1.04, -1.33], [5.55, 2.28, -0.41], [4.27, 0.29, -2.17], [3.48, 1.60, -1.25]], "mulliken_charge": [0.367, -0.818, -0.754, -0.623, 1.298, -0.420, -0.609, 1.088, 0.547, 0.177, -0.819, -0.931, -0.866, -0.715, 0.303, -0.629, -1.043, -0.974, -0.730, 1.064, 1.714, 0.918, -0.603, -0.954, -1.007, -0.307, -0.091, 1.629, 0.567, -1.116, -0.797, -0.952, -0.856, -0.174, 0.817, -0.559, -0.511, -0.865, -0.506, -1.056, 0.350, -0.694, -0.926, -0.960, -0.776, 0.539, 1.637, 0.984, -0.973, -0.888, -0.905, -0.949, -0.698, 1.025, -0.665, -0.690, -0.797, -0.816, -0.081, 0.440, 0.471, 0.447, 0.265, 0.526, -0.086, 0.536, 0.445, 0.482, 0.525, 0.634, 0.483, 0.486, 0.318, 0.392, 0.487, 0.487, 0.585, 0.493, 0.488, 0.470, 0.509, 0.266, 0.197, 0.542, 0.464, 0.515, 0.575, 0.433, 0.483, 0.493, 0.605, 0.502, 0.530, 0.471, 0.528, 0.522, 0.457, 0.507, 0.464, 0.516, 0.205, -1.012, 0.510, -0.063, -0.740, -0.884, -0.104, 0.036, 0.236, 0.404, 0.428, 0.362, 0.327, 0.353, 0.069]}